This record from the OMol25 dataset describes C22H15N5O2S in the gas phase at a distorted geometry. The level of theory is ωB97M-V/def2-TZVPD.

```
45
Properties=species:S:1:pos:R:3:forces:R:3:lowdin_charge:R:1
O 0.86106 -1.04839 -0.98497 0.68 -0.75 -0.06 0.071
N -2.86653 -3.77381 0.74512 0.14 -0.26 -0.18 0.014
N -2.25467 -2.61762 1.11128 0.05 -0.21 -0.48 0.008
N -3.60157 -8.11957 -1.80939 -0.01 -0.80 -0.39 0.055
N 1.71799 3.37416 1.16570 -0.14 -0.26 -0.70 0.179
O 1.72545 5.47547 -0.74472 -0.16 0.11 -0.49 0.089
S -0.83843 -3.56376 -0.80404 -0.19 0.59 0.37 1.126
C 0.53433 -0.60769 0.10210 -1.44 -1.11 -3.00 -0.424
C -2.27506 -4.40895 -0.21922 0.48 0.83 0.09 -0.521
C -1.19854 -2.34183 0.38460 -0.96 -0.93 0.46 -0.581
C 1.12797 4.07163 -2.40282 -0.11 1.38 0.04 0.009
C 1.27547 5.41946 -2.96871 0.30 -1.39 1.95 -0.006
C 1.37457 4.18681 -1.05480 -0.22 -0.82 -1.48 -0.205
C 1.65844 6.20148 -1.91385 -0.80 -0.78 -1.01 -0.306
C -4.33270 -7.50433 -0.87367 1.69 0.73 -0.77 -0.128
C -2.47251 -7.56707 -2.25368 -1.30 1.11 0.82 -0.133
C 1.34589 3.07605 -0.07151 0.83 1.08 0.92 -0.176
C -3.91985 -6.29007 -0.37544 0.20 0.83 0.63 -0.013
C -2.01253 -6.33156 -1.79438 1.05 -0.16 -0.72 -0.047
C 2.22908 1.76612 4.38563 0.11 1.09 -1.00 -0.070
C 1.86264 0.45451 4.10907 -0.61 -1.17 -0.58 -0.083
C 1.00816 1.76168 -0.45822 -0.29 -1.94 0.69 0.095
C -2.72197 -5.67983 -0.80634 -0.74 -0.39 0.24 -0.221
C 2.19983 2.72476 3.36378 0.17 -0.44 1.98 -0.001
C 1.43820 0.07466 2.83742 0.61 0.18 1.25 -0.024
C 1.02790 0.69841 0.47595 -0.08 3.31 -0.06 -0.075
C 1.77289 2.37813 2.08043 -0.32 -0.41 -0.53 -0.212
C 1.39550 1.02030 1.78668 0.42 0.25 1.16 -0.108
N -0.54238 -1.18878 0.73381 1.26 0.97 0.55 0.120
C 1.84068 7.67304 -1.97977 0.64 -0.66 0.61 -0.010
H 0.82459 3.17772 -2.93462 0.11 0.19 0.15 0.105
H 1.09557 5.76262 -3.96560 0.04 -0.03 -0.26 0.102
H -5.24030 -7.95381 -0.53922 -0.44 -0.39 0.07 0.100
H -1.98247 -8.01870 -3.08071 0.39 -0.67 -0.41 0.095
H -4.51394 -5.78777 0.37460 0.01 0.08 0.07 0.108
H -1.08704 -5.92797 -2.26843 -0.81 -0.21 0.62 0.108
H 2.53107 1.99591 5.39704 0.08 0.32 -0.05 0.102
H 1.88398 -0.30278 4.90954 0.02 0.45 -0.48 0.113
H 0.67815 1.53555 -1.46074 0.07 0.05 -0.08 0.117
H 2.46742 3.76600 3.57131 -0.09 -0.44 -0.22 0.120
H 1.19666 -0.97650 2.71583 -0.06 0.16 -0.36 0.111
H -0.92391 -0.67748 1.51122 -0.35 -0.25 0.30 0.152
H 1.11248 8.17118 -1.37234 -0.48 0.45 0.26 0.080
H 1.77943 7.98621 -3.01337 -0.17 0.05 -0.12 0.084
H 2.81898 7.93643 -1.61057 0.41 0.28 0.19 0.081
```
Positions in Å, forces in eV/Å.

Summary:
**HOMO energy**: -0.3037 Ha
**E_tot**: -45437.32125 eV
**2S+1**: 1
**Structure (SMILES)**: Cc1ccc(-c2cc(C(=O)Nc3nnc(-c4ccncc4)s3)c3ccccc3n2)o1
**Molar mass**: 413.46 Da
**E_LUMO**: -0.75 eV
**Kohn-Sham gap**: 7.513 eV

***

This record from the OMol25 dataset describes a molecular structure, C22H16BrCl2CrF2N3OS at a distorted geometry. The level of theory is ωB97M-V/def2-TZVPD.

```
49
Properties=species:S:1:pos:R:3:forces:R:3:lowdin_spin:R:1
Cr -0.25888 0.03147 0.17383 0.29 0.78 -1.06 3.615
Cl -2.34151 -0.46868 1.50755 -1.30 -0.54 0.38 0.071
C -3.88469 -1.02532 0.77776 0.01 0.20 0.28 0.026
Cl -3.72694 -1.35498 -0.94206 0.06 -0.03 -0.12 0.004
H -4.62158 -0.24134 0.90948 0.02 0.00 0.02 0.002
H -4.17396 -1.94053 1.27955 0.01 0.02 0.03 0.002
O -0.93777 0.48699 -1.73643 -0.25 -0.17 0.00 0.035
N -0.11636 0.78647 -2.72804 0.30 0.07 -0.32 0.005
C -0.66781 1.07458 -3.92791 0.01 0.02 0.05 0.003
C 0.10792 1.39929 -5.00644 -0.13 0.04 -0.16 0.001
C 1.49627 1.42655 -4.86539 0.12 -0.10 0.37 0.004
C 2.04642 1.12098 -3.64034 -0.14 0.16 -0.63 0.004
C 1.23897 0.79422 -2.54337 0.02 -0.18 0.89 0.016
S 1.86047 0.40824 -0.99210 1.09 0.21 -0.87 0.063
H -1.74606 1.02859 -3.94299 0.00 0.00 0.04 0.000
H -0.36726 1.62888 -5.94883 -0.03 -0.01 0.02 0.000
H 2.12959 1.68277 -5.70327 0.01 -0.01 -0.01 0.000
H 3.11505 1.12421 -3.48907 0.00 -0.01 0.06 0.002
F 1.64439 0.31261 5.32141 0.04 0.03 0.06 -0.002
C 1.40944 -0.42542 4.21804 -0.08 -0.05 -0.22 0.000
C 0.78400 0.15573 3.13181 0.10 0.05 0.13 0.016
C 0.52297 -0.57432 1.97317 0.16 -0.31 0.78 -0.010
C 0.85364 -1.95504 1.98508 0.13 0.27 0.30 0.015
C 1.52287 -2.48430 3.08841 -0.12 0.17 -0.18 -0.001
F 1.94031 -3.77164 3.10254 -0.01 -0.07 0.02 -0.002
C 1.81825 -1.74219 4.21083 0.08 -0.06 0.17 0.019
C 0.46519 -2.71592 0.79827 -0.20 -0.11 -0.38 0.016
C 0.57691 -4.10179 0.64893 0.10 -0.04 0.13 -0.001
C 0.22072 -4.70421 -0.53837 -0.10 0.25 -0.20 0.014
C -0.23619 -3.90652 -1.58222 0.11 -0.33 0.13 0.000
C -0.36765 -2.55664 -1.35455 -0.14 0.25 -0.12 0.014
N -0.06598 -1.96062 -0.19765 0.20 -1.52 0.06 0.008
H 0.51106 1.20149 3.21661 -0.01 0.00 0.05 0.000
H 2.34909 -2.18378 5.04160 -0.03 0.01 0.02 0.001
H 0.94375 -4.69939 1.46600 0.03 0.02 -0.01 0.000
H 0.30334 -5.77649 -0.65528 0.02 -0.01 0.01 0.001
H -0.49125 -4.32654 -2.54447 -0.04 0.04 -0.01 0.000
H -0.74237 -1.90479 -2.13248 -0.06 0.10 0.05 0.001
Br -2.96073 2.42737 -0.32196 0.04 -0.09 0.04 0.007
C -1.34319 2.98126 0.49360 0.29 -0.64 -0.07 0.013
C -1.29089 4.31334 0.85840 -0.02 0.35 0.14 -0.002
C -0.14052 4.80634 1.44539 -0.02 -0.39 -0.14 0.011
C 0.92520 3.93036 1.58732 0.09 0.45 0.14 -0.001
C 0.78908 2.62734 1.17703 -0.09 -0.57 -0.15 0.015
N -0.34131 2.09822 0.65737 -0.58 1.81 0.31 0.012
H -2.15113 4.94257 0.68676 -0.01 -0.02 0.00 0.000
H -0.07985 5.83517 1.76994 0.02 0.03 -0.02 0.001
H 1.86278 4.25811 2.01360 0.02 -0.05 -0.01 0.000
H 1.61618 1.93727 1.25293 -0.01 0.00 0.03 0.002
```
Positions in Å, forces in eV/Å.

Summary:
**HOMO energy (alpha / beta)**: -0.2043 / -0.2742 Ha
**E_tot**: -169370.08061 eV
**2S+1**: 5
**Energy above the lowest of the compared OMol25 structures with the same formula, charge and spin**: 32.9 kJ/mol
**Molar mass**: 611.26 Da
**E_LUMO (alpha / beta)**: 0.28 / 0.17 eV
**Kohn-Sham gap (alpha / beta)**: 5.836 / 7.629 eV

***

This record from the OMol25 dataset describes 2 unconnected molecules or ions with the total composition C22H16ClF3N. The level of theory is ωB97M-V/def2-TZVPD.

```
43
Properties=species:S:1:pos:R:3:forces:R:3:lowdin_charge:R:1
F -5.62037 -0.71838 2.78200 -0.18 0.79 0.44 0.157
C -5.07875 0.46703 3.12994 0.84 0.04 -0.41 -0.551
F -5.74393 1.47466 2.52882 -0.10 -0.72 0.61 0.153
F -5.11492 0.62197 4.46911 -0.52 -0.13 -0.68 0.169
C -3.62323 0.49293 2.68898 0.14 0.23 -0.06 -0.067
C -3.03956 1.67433 2.26781 -0.42 0.39 0.04 0.025
C -1.72048 1.71116 1.89340 0.35 0.01 -0.12 0.030
C -0.91189 0.55869 1.93924 -0.43 -0.08 0.23 -0.177
C 0.43188 0.68184 1.50841 0.25 -0.58 -0.16 0.138
C 1.47849 -0.25771 1.34651 -0.22 0.10 -0.03 -0.189
C 2.73193 0.24056 0.92960 -0.10 0.25 0.04 0.015
C 3.81619 -0.58862 0.80434 0.41 0.24 -0.15 -0.038
C 3.70412 -1.93627 1.08815 0.22 0.14 0.00 -0.008
C 2.48220 -2.46267 1.45616 -0.51 -0.27 0.23 -0.031
C 1.38192 -1.64978 1.55798 -0.11 -0.21 -0.10 0.009
C -1.52157 -0.61579 2.42323 0.14 -0.07 0.11 0.033
C -2.84844 -0.64932 2.77143 -0.12 -0.42 0.09 0.029
H -3.64000 2.56727 2.24765 -0.02 0.21 -0.10 0.134
H -1.28548 2.63447 1.55368 0.05 0.25 -0.09 0.129
H 0.71685 1.68761 1.24752 0.06 0.33 -0.10 0.133
H 2.83275 1.28972 0.70583 0.02 0.21 0.00 0.131
H 4.76290 -0.19066 0.48459 0.16 0.12 -0.07 0.124
H 4.56301 -2.58006 1.01064 0.19 -0.10 -0.05 0.127
H 2.39091 -3.51557 1.66856 -0.06 -0.13 -0.08 0.124
H 0.43300 -2.11056 1.73532 -0.11 -0.14 0.14 0.097
H -0.93655 -1.49351 2.58672 0.01 -0.28 0.05 0.097
H -3.30489 -1.56187 3.12175 0.09 -0.15 0.06 0.138
Cl 4.46947 -0.87561 -3.65046 0.13 -0.02 -0.04 0.671
C 2.84477 -0.27892 -3.62744 -0.45 0.19 0.04 -0.673
C 2.00795 -0.64375 -2.60412 -0.38 0.27 -0.08 -0.062
C 0.69163 -0.13743 -2.59920 0.42 0.10 -0.35 -0.180
C 0.26181 0.72595 -3.62722 0.11 -0.15 0.18 -0.198
N -1.05970 1.06525 -3.36047 0.05 0.34 -0.53 0.082
C -1.45110 0.43533 -2.20629 0.31 -0.25 0.31 -0.098
C -0.40801 -0.30401 -1.71755 -0.29 0.10 0.31 -0.052
C 1.13309 1.08631 -4.66452 -0.69 0.04 0.32 -0.005
C 2.40460 0.57870 -4.65258 0.35 -0.14 0.01 -0.103
H 2.35557 -1.29732 -1.82495 0.06 -0.22 0.19 0.094
H -1.63262 1.67934 -3.94379 0.39 -0.53 0.51 0.170
H -2.43095 0.52181 -1.76227 -0.07 0.20 -0.34 0.115
H -0.40766 -0.90205 -0.82452 -0.19 -0.13 0.05 0.088
H 0.79084 1.74560 -5.44363 0.10 0.11 -0.25 0.114
H 3.09422 0.82939 -5.43837 0.12 0.08 -0.17 0.104
```
Positions in Å, forces in eV/Å.

Summary:
**HOMO energy**: -0.3950 Ha
**E_tot**: -45232.03863 eV
**Net charge**: +1
**2S+1**: 1
**Molar mass**: 386.82 Da
**E_LUMO**: -6.19 eV
**Kohn-Sham gap**: 4.562 eV

***

This record from the OMol25 dataset describes a molecular structure, C22H16MgN7O2. The level of theory is ωB97M-V/def2-TZVPD.

```
48
Properties=species:S:1:pos:R:3:forces:R:3:lowdin_charge:R:1
Mg 0.42326 1.10372 -1.36824 -0.05 -0.03 0.04 0.778
C 4.58892 -0.49983 -0.96367 0.03 0.03 -0.06 -0.069
C 3.48540 0.22366 -1.40514 -0.02 0.03 -0.02 -0.050
N 2.28359 0.02232 -0.88340 -0.04 -0.06 0.07 0.081
C 2.17015 -0.89739 0.08689 -0.12 0.02 0.02 -0.162
C 3.28203 -1.60431 0.51554 0.05 -0.01 0.01 -0.037
N 4.48868 -1.40969 -0.00810 -0.08 0.00 0.02 0.121
C 0.80216 -1.07904 0.65379 0.08 0.05 -0.08 -0.159
C 0.47433 -2.01537 1.61689 0.02 0.00 0.00 0.077
C -0.83924 -2.08341 2.07570 -0.01 -0.08 0.04 -0.108
C -1.77877 -1.20520 1.53972 -0.01 0.01 0.00 0.076
C -1.37929 -0.29949 0.57455 0.00 0.10 -0.08 -0.158
N -0.11307 -0.24627 0.15241 -0.06 -0.09 0.05 0.093
C -2.28773 0.68017 -0.09016 0.10 -0.08 0.04 -0.162
C -3.64234 0.78308 0.18319 -0.05 0.02 0.00 -0.037
N -4.42213 1.66613 -0.43330 0.07 -0.05 0.03 0.121
C -3.84722 2.45290 -1.32903 0.00 0.05 -0.04 -0.069
C -2.48930 2.36346 -1.61871 0.03 0.01 -0.01 -0.050
N -1.71687 1.48088 -1.00192 -0.02 -0.08 0.09 0.081
C -1.22939 -3.07038 3.10859 0.00 0.09 -0.03 -0.179
C -0.72057 -4.36287 3.09509 -0.01 -0.02 0.00 -0.008
C -1.12528 -5.24532 4.08569 0.02 -0.03 0.05 -0.117
N -1.96462 -4.91953 5.06407 0.02 0.04 -0.05 0.082
C -2.44055 -3.67818 5.07439 -0.04 -0.02 0.00 -0.117
C -2.11440 -2.72363 4.12235 0.00 -0.03 0.03 -0.008
H 5.56577 -0.32985 -1.39803 0.01 -0.02 0.02 0.123
H 3.57204 0.97372 -2.18047 0.00 0.00 0.00 0.126
H 3.20792 -2.34150 1.30410 0.04 -0.01 -0.01 0.122
H 1.22142 -2.67761 2.02861 -0.01 0.00 0.01 0.123
H -2.80702 -1.25703 1.86551 0.00 0.00 0.01 0.123
H -4.11744 0.14149 0.91352 -0.04 0.02 -0.01 0.122
H -4.47083 3.17681 -1.83780 -0.02 -0.01 0.02 0.123
H -2.02185 3.00756 -2.35204 0.00 -0.01 0.00 0.126
H -0.04728 -4.69999 2.31749 0.00 0.01 -0.01 0.117
H -0.75191 -6.26266 4.09268 -0.01 0.00 0.00 0.115
H -3.11987 -3.42951 5.88130 0.01 -0.01 0.01 0.115
H -2.52392 -1.72486 4.20091 0.01 0.00 -0.01 0.117
O 2.17077 4.78114 -1.20516 -0.06 0.02 0.02 0.100
C 1.78253 4.13947 -2.14109 0.10 -0.14 0.13 -0.469
C 1.91606 4.52462 -3.61454 -0.04 0.05 0.03 -0.066
C 1.30603 3.35153 -4.37964 -0.03 -0.01 -0.01 -0.064
C 0.90582 2.41980 -3.27235 -0.07 -0.14 0.07 -0.523
O 0.37823 1.27908 -3.40033 0.08 0.04 0.00 -0.044
N 1.16006 2.88208 -2.04218 0.11 0.27 -0.34 0.077
H 2.96891 4.69544 -3.83455 -0.01 -0.01 -0.01 0.128
H 1.40015 5.47019 -3.77314 -0.01 0.00 -0.03 0.128
H 1.99292 2.83781 -5.05211 0.02 0.02 0.00 0.131
H 0.42376 3.60589 -4.96787 0.01 0.03 0.00 0.132
```
Positions in Å, forces in eV/Å.

Summary:
**HOMO energy**: -0.4506 Ha
**E_tot**: -43043.35362 eV
**Net charge**: +1
**2S+1**: 1
**Energy above the lowest of the compared OMol25 structures with the same formula, charge and spin**: 0.0 kJ/mol
**Molar mass**: 434.72 Da
**E_LUMO**: -4.40 eV
**Kohn-Sham gap**: 7.855 eV